{"formula": "C24H73N5O10", "method": "ωB97M-V/def2-TZVPD", "e_homo_ev": -7.79, "energy_ev": -53993.187, "e_above_lowest_ev": 0.4145, "smiles": "COC[C@H](C)N.COC[C@H](C)N.COC[C@H](C)N.COC[C@H](C)N.COC[C@H](C)N.CCO.CCO.O.O.O", "orbital_gap_ev": 8.05, "species": ["O", "O", "O", "O", "O", "O", "O", "O", "O", "O", "N", "N", "N", "N", "N", "C", "C", "C", "C", "C", "C", "C", "C", "C", "C", "C", "C", "C", "C", "C", "C", "C", "C", "C", "C", "C", "C", "C", "C", "H", "H", "H", "H", "H", "H", "H", "H", "H", "H", "H", "H", "H", "H", "H", "H", "H", "H", "H", "H", "H", "H", "H", "H", "H", "H", "H", "H", "H", "H", "H", "H", "H", "H", "H", "H", "H", "H", "H", "H", "H", "H", "H", "H", "H", "H", "H", "H", "H", "H", "H", "H", "H", "H", "H", "H", "H", "H", "H", "H", "H", "H", "H", "H", "H", "H", "H", "H", "H", "H", "H", "H", "H"], "coordinates": [[-8.89617, 1.02126, -24.62940], [-13.77437, 3.82260, -24.54601], [-10.55383, 2.96398, -21.18019], [-10.86285, 8.95643, -25.95282], [-10.31692, 4.71271, -28.39205], [-11.65385, 2.19339, -23.79647], [-15.39637, 3.24091, -26.77052], [-6.26059, 3.42146, -22.02922], [-9.60430, -1.47621, -23.31980], [-15.74638, 3.85799, -22.59407], [-8.79395, 3.03530, -26.70825], [-17.55161, 4.82980, -24.72465], [-11.10090, 5.25506, -25.66162], [-9.51530, 5.02568, -23.00924], [-10.88825, -3.02022, -26.48483], [-7.39032, 4.91407, -24.30128], [-11.30550, 9.35472, -27.30355], [-14.68176, 2.10322, -27.17624], [-10.19363, 1.59140, -21.15208], [-17.66843, 5.13274, -23.34301], [-5.47916, 3.70366, -20.87355], [-19.19394, 5.40891, -23.04186], [-14.92900, 0.82873, -26.34658], [-9.96627, -2.58475, -24.13755], [-10.37942, 7.60122, -25.83959], [-8.21380, 4.39883, -23.18846], [-8.72077, -1.82626, -22.22101], [-11.50868, 6.57999, -25.50561], [-17.16111, 3.96725, -22.51018], [-9.34563, 1.38481, -19.92537], [-10.13085, 5.84115, -29.27509], [-12.14418, -1.40988, -25.08466], [-12.11632, 6.86341, -24.11686], [-9.56708, 2.45138, -27.77645], [-15.28183, 2.70960, -22.00542], [-7.44759, 4.30755, -21.88639], [-9.71672, 3.51753, -28.87882], [-10.74725, -2.07335, -25.37419], [-10.92136, 1.98549, -27.31138], [-12.62352, -0.93616, -25.94136], [-14.67365, -0.09407, -26.86749], [-9.92724, 1.47464, -19.00789], [-11.36089, 3.05644, -20.66862], [-15.80042, 1.80670, -22.32784], [-10.46540, 5.61013, -30.28642], [-12.31162, 6.67510, -26.23661], [-17.60566, 2.99627, -22.72851], [-18.37020, 4.25846, -24.87825], [-15.96796, 0.69930, -26.04344], [-14.33817, 3.84238, -23.77273], [-14.19293, 2.66134, -21.99792], [-8.00902, 4.93916, -25.19832], [-11.55822, 10.41325, -27.36458], [-9.01671, 0.18042, -24.18815], [-9.63038, 7.52070, -25.05184], [-7.01007, 5.92571, -24.15950], [-15.09469, 1.94198, -28.17202], [-8.86285, 0.41431, -20.04011], [-7.15966, 5.32771, -21.63248], [-8.98011, 1.66798, -28.25587], [-9.71568, 1.49185, -24.47710], [-9.94651, 7.24579, -26.77466], [-9.09994, -3.19466, -24.39364], [-5.97271, 3.78576, -19.90516], [-9.66764, 1.38545, -22.08429], [-12.40637, 2.71000, -24.08468], [-17.10219, 6.03267, -23.10304], [-11.53787, 2.43094, -22.87649], [-11.49932, -2.57020, -27.15129], [-12.00858, -0.68903, -24.27839], [-5.00610, 4.67651, -21.00731], [-10.45692, 9.19493, -27.96874], [-16.73756, 4.24539, -24.85072], [-11.49214, 2.78813, -26.84439], [-6.61894, 4.19638, -24.58057], [-14.31616, 0.87841, -25.44655], [-19.44908, 5.45660, -21.98321], [-13.62729, 2.33767, -27.32201], [-11.37813, 1.61211, -28.22791], [-9.06880, 6.07796, -29.21112], [-9.09537, -2.56301, -21.51040], [-10.90978, 5.02066, -26.62527], [-9.15102, 3.92153, -26.38086], [-8.52847, 2.09085, -19.77759], [-12.44024, 7.90327, -24.15996], [-19.58467, 6.33478, -23.46398], [-10.15295, -1.28572, -25.83736], [-10.26767, 3.11415, -29.72844], [-13.00114, 6.22944, -24.05963], [-8.89814, 2.45425, -25.88873], [-19.77303, 4.57866, -23.44615], [-17.30803, 4.24766, -21.46717], [-10.57899, -3.31743, -23.61233], [-9.98306, 4.43126, -22.33994], [-15.48567, 2.81914, -20.94026], [-11.80774, 4.59497, -25.37048], [-10.06482, 4.99302, -23.85602], [-8.45009, 3.34567, -23.34056], [-11.40400, -3.82655, -26.16243], [-4.64968, 3.00260, -20.78104], [-8.49997, -0.98263, -21.56708], [-12.16287, 8.75963, -27.61802], [-8.10697, 3.97294, -21.08555], [-11.06711, 0.94533, -21.06420], [-10.69600, 1.22909, -26.55960], [-10.60307, 6.75828, -28.92299], [-14.37836, 3.89288, -25.28525], [-8.71019, 3.68783, -29.26092], [-16.21861, 3.21781, -27.26547], [-12.91075, -2.14507, -24.83979], [-11.48460, 6.62704, -23.26062], [-7.78641, -2.17628, -22.65984]], "mulliken_charge": [-0.68, -0.18, -0.47, -0.42, -0.33, 0.50, -0.61, -0.33, -0.19, -0.38, -0.45, -0.52, 0.57, -0.38, -0.82, -1.44, -0.69, -0.14, 0.18, 0.31, -0.87, -1.42, -0.90, -1.07, -0.66, 1.70, -0.76, 0.59, -0.86, -1.10, -1.07, -1.19, -1.36, 0.55, -0.84, -1.02, -1.44, 1.10, 0.21, 0.21, 0.38, 0.36, 0.17, 0.32, 0.34, 0.53, 0.40, 0.30, 0.39, 0.23, 0.11, 0.21, 0.29, 0.39, 0.20, 0.31, 0.55, 0.28, 0.40, 0.46, -0.27, 0.29, 0.50, 0.33, 0.08, -0.25, 0.29, 0.02, 0.27, 0.15, 0.34, 0.28, 0.11, -0.66, 0.36, -0.01, 0.37, -0.04, 0.64, 0.45, 0.31, -0.21, -0.05, 0.14, 0.47, 0.35, -0.19, 0.47, 0.09, 0.49, 0.37, 0.38, 0.37, 0.40, 0.45, -0.20, 0.03, -0.44, 0.29, 0.29, 0.05, 0.27, 0.23, 0.44, -0.31, 0.18, 0.12, 0.51, 0.34, 0.50, 0.28, 0.37]}